Density functional theory data (the ωB97M-V functional and the def2-TZVPD basis) for C4H9NOS in the gas phase in a non-equilibrium geometry.

XYZ file:
```
16
Properties=species:S:1:pos:R:3:forces:R:3:mulliken_charge:R:1
C 1.580 -0.756 -0.858 0.49 -0.17 0.32 -1.3900
C 0.429 0.066 -0.297 -0.45 1.01 -0.12 0.1933
C -0.455 -0.688 0.699 0.42 -0.05 0.23 -0.7963
S -1.043 -2.241 -0.056 -0.22 -0.03 0.59 -0.2218
N 0.956 1.300 0.310 0.28 -1.32 0.25 -0.1891
C 0.254 2.435 0.367 -0.29 1.09 0.22 -0.0840
O -0.805 2.646 -0.173 -0.65 -0.35 -0.46 -0.5403
H 2.488 -0.155 -0.944 -0.20 0.17 -0.26 0.4251
H 1.852 -1.557 -0.167 -0.17 -0.09 -0.04 0.3542
H 1.374 -1.211 -1.822 -0.12 0.00 -0.03 0.3562
H -0.255 0.479 -1.045 0.24 -0.43 -0.37 0.3407
H -1.273 -0.046 1.017 -0.16 -0.03 -0.15 0.4183
H 0.119 -0.945 1.594 0.10 -0.02 -0.12 0.3783
H -1.334 -2.819 1.134 0.00 0.06 -0.46 0.1266
H 1.753 1.180 0.908 0.17 0.28 0.15 0.2504
H 0.699 3.256 0.939 0.56 -0.13 0.25 0.3784
```
Positions in Å, forces in eV/Å.

Results
- total energy (eV) = -18666.87821
- orbital gap (Ha) = 0.3656
- E_HOMO (eV) = -9.2373
- relative energy (zero: lowest compared OMol25 entry of this formula, charge and spin) (kJ/mol) = 62.54

Density functional theory data (the ωB97M-V functional and the def2-TZVPD basis) for 2 unconnected molecules or ions with the total composition C4H9NOS in a non-equilibrium geometry.

XYZ file:
```
16
Properties=species:S:1:pos:R:3:forces:R:3:mulliken_charge:R:1
C 1.837 -1.184 -2.193 0.09 0.05 0.09 -0.5492
C 0.707 -0.835 -3.113 -0.12 -0.70 0.94 -0.2954
C 0.393 -1.589 -2.105 0.51 0.74 -0.91 -0.3062
C -0.859 1.438 2.941 -0.65 -0.12 -0.65 -0.8588
N -0.613 0.575 0.363 -0.54 0.03 0.05 -0.4710
O -2.382 -0.403 1.851 -0.61 -0.92 0.21 -0.5651
S -1.873 0.901 1.465 1.88 0.81 0.33 0.4977
H 2.588 -1.902 -2.503 0.07 -0.15 -0.06 0.2147
H 2.228 -0.431 -1.515 0.03 0.10 0.09 0.1835
H -0.133 1.395 0.028 0.00 0.22 -0.12 0.2336
H 0.445 -0.303 -3.994 -0.19 0.20 -0.37 0.3623
H -0.326 -2.124 -1.536 -0.39 -0.24 0.21 0.3863
H -1.546 1.835 3.681 -0.12 0.06 0.10 0.2924
H -0.154 2.204 2.639 0.07 0.13 -0.07 0.3153
H -0.351 0.571 3.351 0.04 -0.20 -0.13 0.2942
H 0.039 -0.150 0.641 -0.07 -0.02 0.28 0.2656
```
Positions in Å, forces in eV/Å.

Results
- total energy (eV) = -18662.95364
- orbital gap (Ha) = 0.3659
- E_HOMO (eV) = -9.2128
- relative energy (zero: lowest compared OMol25 entry of this formula, charge and spin) (kJ/mol) = 441.21

Density functional theory data (the ωB97M-V functional and the def2-TZVPD basis) for 2 unconnected molecules or ions with the total composition C4H9NOS in a non-equilibrium geometry.

XYZ file:
```
16
Properties=species:S:1:pos:R:3:forces:R:3:mulliken_charge:R:1
C -1.666 0.534 -0.899 1.79 0.26 -2.63 -1.1288
C -0.213 0.361 -1.570 -1.29 -1.12 0.32 -0.3979
C 0.829 0.805 -0.585 1.25 1.28 -1.35 -0.4540
S 0.493 2.484 -0.114 0.69 -0.44 0.53 -0.1496
C -0.322 -2.037 0.857 3.92 -3.62 -0.27 0.2392
N 0.088 -1.929 2.149 -1.86 1.43 1.89 -0.3459
O 0.327 -2.868 0.234 -2.09 2.40 -0.92 -0.3692
H -2.461 -0.060 -1.308 -0.22 -0.15 -0.84 0.3413
H -1.610 0.189 0.078 0.39 -0.39 2.31 0.3069
H 0.006 -0.734 -1.804 -0.44 1.43 -0.23 0.2357
H -0.051 1.083 -2.404 -0.61 -1.11 0.03 0.3649
H 0.906 0.154 0.284 -0.17 -0.47 0.76 0.1582
H 1.864 0.746 -1.092 -1.18 0.09 0.99 0.3072
H -1.874 1.588 -0.951 -0.50 0.21 0.20 0.4039
H -0.635 -1.899 2.870 0.54 0.63 -0.40 0.2611
H 0.967 -2.344 2.434 -0.22 -0.40 -0.39 0.2270
```
Positions in Å, forces in eV/Å.

Results
- total energy (eV) = -18660.72937
- orbital gap (Ha) = 0.1258
- E_HOMO (eV) = -7.4409
- relative energy (zero: lowest compared OMol25 entry of this formula, charge and spin) (kJ/mol) = 655.82

Density functional theory data (the ωB97M-V functional and the def2-TZVPD basis) for 2 unconnected molecules or ions with the total composition C4H9NOS in a non-equilibrium geometry.

XYZ file:
```
16
Properties=species:S:1:pos:R:3:forces:R:3:mulliken_charge:R:1
C -0.913 0.840 -0.950 1.60 -0.10 -2.33 -0.4215
C -0.185 1.177 0.072 -1.52 -0.57 1.74 -0.4096
C -3.155 1.861 0.994 0.00 -2.70 0.33 -0.3787
C 1.944 -1.439 -1.785 1.20 1.71 -2.15 -0.8063
N -2.014 2.182 1.358 0.69 2.80 0.36 -0.3982
O -1.540 -0.238 1.836 -0.21 -1.59 0.39 -0.5665
S -0.871 1.048 1.786 -0.25 0.49 -1.13 0.4926
H -0.363 0.795 -1.978 -1.61 -0.14 1.86 0.2441
H -1.928 0.564 -0.753 -0.60 -0.03 -0.68 0.2137
H 0.826 1.241 0.112 2.94 0.70 -0.34 0.5711
H -3.417 0.818 0.968 -0.21 -0.87 0.24 0.3436
H -3.941 2.439 0.640 -0.86 2.06 -0.43 0.2953
H 2.972 -1.577 -1.439 -0.53 -0.53 0.47 0.2826
H 1.449 -2.273 -2.241 0.07 -0.70 0.10 0.2803
H 2.117 -0.701 -2.620 -0.30 -0.64 0.45 0.2494
H 1.288 -0.910 -1.144 -0.38 0.11 1.12 0.0082
```
Positions in Å, forces in eV/Å.

Results
- total energy (eV) = -18663.26976
- orbital gap (Ha) = 0.3731
- E_HOMO (eV) = -9.6465
- relative energy (zero: lowest compared OMol25 entry of this formula, charge and spin) (kJ/mol) = 410.71

Density functional theory data (the ωB97M-V functional and the def2-TZVPD basis) for 2 unconnected molecules or ions with the total composition C4H9NOS in a non-equilibrium geometry.

XYZ file:
```
16
Properties=species:S:1:pos:R:3:forces:R:3:mulliken_spin:R:1
C -0.191 0.588 0.556 -1.30 1.12 0.43 0.7968
C 1.287 -1.435 0.147 0.00 1.20 -0.17 0.0871
C 1.811 -0.347 -0.775 2.41 -0.79 -0.33 0.1050
C 1.153 0.048 0.512 -0.61 1.38 0.05 -0.0470
N -3.991 0.647 1.235 -0.56 0.17 -2.15 0.0995
O -4.021 -0.181 -1.179 -0.27 0.29 -0.14 0.2801
S -3.471 -0.547 0.133 0.18 -0.29 0.91 0.6113
H -0.438 1.482 1.182 0.42 -0.90 -0.66 0.0101
H -1.078 0.127 0.081 1.05 0.19 0.15 0.0721
H 0.361 -1.941 -0.221 1.03 0.30 0.92 -0.0033
H 1.970 -1.825 0.881 0.09 -1.12 -0.44 -0.0026
H 2.965 -0.248 -0.893 -2.22 -0.02 0.43 0.0098
H 1.297 -0.199 -1.707 -0.25 0.03 -0.09 -0.0247
H 1.822 0.615 1.203 -0.35 -1.28 -0.26 0.0034
H -3.987 0.399 2.213 -0.43 -0.06 -0.03 0.0006
H -4.847 1.031 0.766 0.82 -0.21 1.38 0.0017
```
Positions in Å, forces in eV/Å.

Results
- total energy (eV) = -18662.26255
- ⟨S²⟩ = 2.01
- orbital gap (spin up / spin down) (Ha) = 0.2935 / 0.3698
- E_HOMO (spin up / spin down) (eV) = -7.2909 / -10.4921
- relative energy (zero: lowest compared OMol25 entry of this formula, charge and spin) (kJ/mol) = 80.08
- 2S+1 = 3

Density functional theory data (the ωB97M-V functional and the def2-TZVPD basis) for C4H9NOS2 in the gas phase in a non-equilibrium geometry.

XYZ file:
```
17
Properties=species:S:1:pos:R:3:forces:R:3:mulliken_charge:R:1
N 0.375 2.201 -0.601 0.43 -0.46 -0.04 -0.6444
C 0.782 1.640 0.697 1.03 -1.70 -1.22 -0.4452
C 1.998 0.639 0.566 -0.94 0.96 0.58 -0.6898
S 1.768 -0.675 -0.622 -1.03 -0.60 0.43 -0.0792
C 0.543 -1.848 0.215 1.48 1.01 -0.70 -0.5640
O -0.650 -1.285 0.754 -0.79 0.78 -1.74 -0.2556
C -1.494 -0.806 -0.239 -0.02 -0.03 0.08 -0.0222
S -2.686 0.317 -0.056 1.48 -1.53 0.03 -0.2039
H 0.379 1.518 -1.378 0.09 0.30 0.96 0.2675
H -0.575 2.512 -0.514 -0.40 0.26 -0.11 0.2469
H 0.024 1.090 1.228 -0.72 -0.25 0.00 0.2375
H 1.077 2.408 1.364 0.47 1.02 0.47 0.4157
H 2.869 1.149 0.191 0.37 0.39 -0.19 0.3507
H 2.264 0.270 1.565 -0.13 -0.12 -0.25 0.3689
H 1.101 -2.289 1.036 -0.41 -0.31 -0.02 0.3848
H 0.413 -2.489 -0.669 -0.50 -0.39 0.73 0.3620
H -1.250 -1.302 -1.228 -0.42 0.69 1.00 0.2704
```
Positions in Å, forces in eV/Å.

Results
- total energy (eV) = -29500.61164
- orbital gap (Ha) = 0.3209
- E_HOMO (eV) = -9.0138
- relative energy (zero: lowest compared OMol25 entry of this formula, charge and spin) (kJ/mol) = 180.56

Density functional theory data (the ωB97M-V functional and the def2-TZVPD basis) for C4H9NS in the gas phase in a non-equilibrium geometry.

XYZ file:
```
15
Properties=species:S:1:pos:R:3:forces:R:3:mulliken_charge:R:1
C 3.075 -0.192 -0.184 0.86 0.33 0.10 -0.7858
N 1.813 0.452 0.184 1.08 0.00 -0.81 -0.3716
C 0.732 -0.437 -0.094 -1.12 -0.81 1.42 -0.4973
C -0.523 0.185 0.512 -1.23 -0.04 -1.97 -0.2817
C -1.365 1.115 -0.334 -0.31 -1.38 2.08 -0.7200
S -2.140 -0.528 -0.037 0.81 0.38 -0.05 -0.1475
H 3.064 -1.284 0.093 0.33 0.86 -0.16 0.2951
H 3.241 -0.097 -1.271 -0.31 -0.26 0.32 0.2482
H 3.963 0.346 0.251 -0.96 -0.65 -0.06 0.3197
H 1.778 0.676 1.159 0.30 0.11 0.48 0.2534
H 0.568 -0.594 -1.156 0.11 0.05 -0.21 0.3178
H 0.927 -1.462 0.380 -0.42 0.94 -0.58 0.3517
H -0.516 0.461 1.538 0.23 -0.10 0.87 0.4145
H -1.949 1.844 0.204 0.25 0.42 -0.07 0.3055
H -1.044 1.369 -1.296 0.37 0.17 -1.36 0.2978
```
Positions in Å, forces in eV/Å.

Results
- total energy (eV) = -16618.15877
- orbital gap (Ha) = 0.3612
- E_HOMO (eV) = -8.7656
- relative energy (zero: lowest compared OMol25 entry of this formula, charge and spin) (kJ/mol) = 125.02

Density functional theory data (the ωB97M-V functional and the def2-TZVPD basis) for C4H9NS in the gas phase in a non-equilibrium geometry.

XYZ file:
```
15
Properties=species:S:1:pos:R:3:forces:R:3:mulliken_charge:R:1
C 0.000 1.648 0.052 1.01 1.61 -0.13 -1.2681
C -0.101 0.111 0.244 -0.81 2.31 -1.09 0.8544
N 1.125 -0.345 0.813 1.14 -6.49 -1.24 -0.4795
S 2.659 -0.203 -0.119 -0.47 1.04 0.90 -0.1191
C -0.921 -0.663 -0.758 0.17 -1.88 -1.58 -0.5634
C -1.333 -0.650 0.704 0.45 1.46 -0.93 -0.7629
H 0.360 2.257 0.952 -0.55 -1.42 -0.61 0.3263
H -0.946 2.212 -0.237 1.17 -1.16 -0.13 0.3242
H 0.902 1.854 -0.676 -2.11 -0.40 0.88 0.2901
H 1.034 -1.580 0.645 0.24 4.56 1.40 0.3423
H 2.536 -1.104 -1.079 -0.40 -0.39 -0.48 0.1104
H -0.647 -1.698 -1.112 0.44 1.15 0.54 0.1735
H -1.444 -0.218 -1.656 0.27 0.14 1.74 0.2567
H -2.252 -0.141 0.952 0.11 0.02 0.46 0.2571
H -0.973 -1.481 1.275 -0.66 -0.56 0.28 0.2580
```
Positions in Å, forces in eV/Å.

Results
- total energy (eV) = -16616.19076
- orbital gap (Ha) = 0.3595
- E_HOMO (eV) = -9.0601
- relative energy (zero: lowest compared OMol25 entry of this formula, charge and spin) (kJ/mol) = 314.90